{"formula": "C21H48F3N3O10P4S", "method": "ωB97M-V/def2-TZVPD", "max_force_ev_per_a": 2.004, "e_homo_ev": -7.82, "orbital_gap_ev": 7.4, "charge": 0, "de_lowest_kcal_mol": 16.9, "smiles": "O=P(O)(O)PP(CCCCO)(CCC(F)=C(F)F)(N=C=S)P(O)O.COCCNCCOC.COCCNCCOC", "symbols": ["C", "C", "H", "H", "H", "H", "F", "H", "S", "H", "H", "H", "C", "H", "H", "O", "N", "O", "H", "H", "C", "N", "C", "H", "H", "C", "C", "H", "H", "H", "H", "C", "N", "C", "C", "O", "H", "H", "O", "F", "H", "O", "P", "H", "P", "H", "H", "H", "H", "H", "O", "H", "H", "C", "O", "C", "H", "H", "H", "C", "C", "O", "C", "H", "H", "C", "H", "H", "C", "F", "C", "H", "H", "P", "O", "P", "H", "H", "C", "H", "H", "H", "H", "C", "C", "H", "H", "H", "O", "H"], "coordinates": [[2.0090, -0.9169, -2.5654], [-3.5178, -0.2465, -6.4648], [2.0677, -2.0110, -2.5112], [3.7367, 3.1689, 9.9781], [-4.2129, 1.7791, -6.4283], [0.2545, 2.6430, 11.2180], [0.7857, 3.1576, 2.3931], [-7.0356, -1.5962, -10.0093], [2.9896, -5.1246, 1.3999], [3.7956, 0.7089, 8.9808], [5.5405, -1.9076, -1.8100], [0.4505, 1.7507, 6.5226], [-5.0608, 2.0082, -9.0754], [1.1740, 3.8744, 10.3495], [-6.7015, -0.8838, -8.4226], [-0.7876, 0.4248, 0.7477], [3.2320, -3.1141, -0.4917], [5.1112, -1.0429, -1.7324], [-2.4553, -0.0296, -6.6115], [0.7095, -0.7035, 2.5484], [1.0714, 2.0010, 2.9736], [1.6127, 2.4051, 8.1275], [2.0976, -0.2421, -1.1518], [-5.0664, 2.9765, -8.5648], [-0.8886, 1.0732, 0.0337], [-2.9166, -2.0400, -7.9162], [-6.5008, 1.5105, -9.2048], [4.1508, 2.5717, 11.5926], [-4.0601, 0.2583, -8.9144], [-1.9285, -2.0693, -7.4489], [1.2126, 0.3612, -0.9254], [1.6684, 0.0710, 7.0734], [-4.0916, 1.1366, -8.4135], [1.4476, 1.5774, 6.9336], [0.7578, -0.4849, -3.3810], [3.0083, -0.3000, 7.3470], [2.5515, 2.2715, 8.4800], [-3.6934, -0.3254, -5.3870], [5.7350, -1.7548, 0.7181], [0.5241, 1.7630, 4.1499], [-4.6824, 2.1876, -10.0848], [-2.1299, -1.6492, 1.1566], [0.5915, -2.4509, 0.3682], [1.4337, -0.3770, 6.1029], [2.6093, -1.4777, 0.1430], [2.9157, -2.1555, 2.4980], [-6.9683, 1.3136, -8.2331], [-2.8673, -1.4630, -8.8445], [3.7863, -0.6849, 2.1359], [5.5661, -2.6670, 0.4254], [-3.8883, -1.5028, -7.0330], [-0.3313, 2.4559, 8.8940], [0.4384, -3.2266, -0.8139], [1.7381, -0.3542, 2.6859], [2.2284, 2.2054, 11.0425], [2.9752, -4.0304, 0.2550], [-5.3799, -1.1646, -9.6002], [4.1594, -1.0085, 8.8671], [-1.2963, -1.6507, -5.4567], [2.8251, -1.1938, 1.9692], [1.0564, 2.7960, 10.4900], [-1.7434, -1.0459, -1.2346], [0.0790, -1.7124, -4.0359], [2.8856, -0.6017, -3.1427], [-7.0789, 2.3204, -9.6586], [-6.4241, -0.8649, -9.4793], [2.9235, 0.4855, -1.2457], [0.9821, -0.3911, 7.7919], [0.6625, 2.1108, 9.1949], [2.8550, 1.5989, 1.5761], [3.3678, 3.0448, 11.0013], [1.9420, -0.4513, 3.7667], [2.1613, 1.9492, 6.1944], [-1.0961, -1.0918, 0.2714], [-0.3737, -1.3995, -5.3550], [4.7173, -0.7369, -0.1325], [1.0681, 0.1374, -4.2345], [-5.4345, 0.5693, -6.8694], [-4.3884, 0.8695, -7.0107], [-3.2097, -3.0597, -8.1624], [3.1516, 4.0257, 11.4343], [0.8233, -2.5175, -4.1383], [0.0447, 0.1256, -2.8136], [3.3761, -0.2648, 8.7157], [1.8906, 1.1335, 2.3923], [-2.4553, -1.7035, -1.2056], [-0.7675, -2.0593, -3.4257], [2.5387, -0.5062, 9.3745], [-6.6575, 0.4009, -10.0717], [0.6032, 1.0339, 9.3980]], "forces_ev_per_a": [[-0.432, 0.436, 0.084], [-0.322, 0.042, 0.220], [-0.140, 0.222, 0.132], [0.026, 0.157, 0.009], [-0.015, 0.008, -0.017], [-0.007, 0.033, -0.010], [0.057, 0.386, 1.106], [-0.028, 0.050, -0.007], [-0.415, 0.048, -0.532], [-0.095, 0.009, 0.177], [-0.198, 0.037, -0.247], [-0.039, -0.031, 0.100], [0.157, -0.149, -0.121], [0.129, -0.029, -0.080], [0.087, 0.036, 0.030], [0.367, -0.426, -1.232], [-1.289, -0.132, -0.175], [-0.091, -0.276, 0.931], [-0.025, -0.014, -0.172], [0.215, 0.126, -0.235], [0.976, -0.116, -1.021], [-0.106, -0.137, 0.054], [0.864, 0.634, -0.577], [-0.037, -0.028, 0.054], [0.060, 0.022, 0.168], [-0.206, -0.002, 0.037], [-0.060, 0.303, -0.151], [-0.052, -0.048, -0.001], [0.029, 0.012, 0.007], [0.064, 0.043, -0.134], [0.020, -0.467, 0.207], [-0.071, 0.011, -0.324], [-0.126, 0.015, 0.129], [0.232, 0.132, 0.166], [0.160, -0.463, -0.698], [-0.160, -0.008, 0.138], [-0.011, 0.032, 0.010], [0.008, 0.027, 0.003], [-0.888, -0.095, -0.912], [-0.994, 0.256, -0.662], [-0.066, 0.052, -0.006], [0.268, -0.311, 0.227], [-0.244, -0.740, 0.583], [-0.001, -0.007, 0.012], [1.094, 0.283, -0.907], [-0.176, -0.031, -0.605], [0.088, -0.138, 0.034], [0.198, -0.011, -0.012], [-0.232, -0.146, -0.173], [0.146, -0.057, 0.367], [0.333, -0.005, -0.051], [0.007, -0.017, -0.020], [-0.115, 0.612, -0.024], [1.485, 0.387, 0.654], [0.138, 0.265, -0.071], [1.492, -0.613, 1.040], [0.014, -0.078, 0.186], [-0.031, -0.021, -0.048], [0.093, -0.012, 0.149], [-0.610, 0.714, 0.623], [-0.311, -0.292, 0.100], [0.947, 0.453, 0.406], [-0.071, 0.178, 0.069], [-0.053, -0.231, 0.333], [0.007, -0.020, -0.017], [-0.050, -0.003, -0.318], [-0.348, -0.041, 0.308], [0.068, 0.059, 0.126], [0.300, 0.058, -0.051], [-0.574, -0.410, -0.818], [-0.040, -0.178, 0.048], [-0.147, -0.221, -0.267], [-0.032, -0.053, -0.048], [-1.969, -0.298, 0.228], [-0.147, 0.169, 0.031], [1.427, 0.790, -0.123], [0.017, -0.087, 0.314], [-0.007, 0.016, 0.205], [0.070, -0.135, -0.250], [-0.088, 0.029, 0.059], [0.026, 0.034, -0.059], [-0.231, 0.131, 0.162], [0.100, -0.322, 0.021], [0.247, -0.062, -0.194], [-0.725, -0.581, 1.011], [-0.087, 0.204, 0.015], [0.343, -0.040, -0.053], [-0.035, 0.096, -0.002], [-0.002, -0.029, 0.241], [-0.162, 0.002, 0.113]]}

---

{"formula": "C21H48N4O8Pb", "method": "ωB97M-V/def2-TZVPD", "max_force_ev_per_a": 3.307, "e_homo_ev": -6.86, "orbital_gap_ev": 7.6, "charge": 0, "symbols": ["H", "H", "H", "C", "O", "O", "H", "C", "H", "H", "H", "C", "H", "H", "C", "C", "H", "O", "C", "O", "H", "H", "O", "H", "H", "C", "H", "H", "H", "H", "H", "H", "H", "H", "H", "H", "C", "H", "H", "H", "H", "H", "H", "Pb", "N", "H", "C", "H", "H", "C", "C", "H", "H", "C", "H", "C", "H", "H", "C", "O", "H", "C", "H", "H", "H", "C", "C", "H", "N", "H", "H", "O", "C", "C", "C", "H", "C", "H", "N", "N", "O", "H"], "coordinates": [[-1.5833, -2.6043, -0.3626], [0.7220, 4.1218, 2.4663], [-5.2082, 0.2270, -1.2196], [-2.4442, 1.5244, 2.2584], [-0.3721, 2.5462, 1.3596], [0.4558, -1.3987, -2.9919], [5.3179, 3.4441, 0.0941], [-0.9769, -2.7434, 1.6586], [0.9116, -4.5751, 2.9502], [4.5358, 2.6282, 1.4160], [0.9897, 2.3181, -2.4166], [-1.5858, -2.5611, 3.1133], [4.4299, 2.8070, -1.9906], [1.9811, -3.6173, 0.2271], [-0.5205, -4.1695, 1.3336], [1.9406, -3.5869, 1.3218], [1.6982, -0.6753, 3.2958], [3.6009, 2.1189, -0.2621], [1.5681, -2.1604, 1.7112], [-3.1908, 0.1091, -1.4139], [1.3268, 1.3541, -4.6064], [2.8127, 3.5766, -1.6881], [-0.1822, -0.5266, 1.4900], [-3.0190, -2.9540, 0.5475], [-1.3040, -1.5615, 3.3397], [1.8313, -1.7659, 3.2083], [-0.7557, 2.5313, 3.3826], [2.3973, -0.2562, 1.3965], [1.8850, -2.9399, -2.4957], [3.7247, 4.0285, 0.6123], [-0.4928, -4.3170, 0.2336], [-4.1479, 0.0033, -3.3731], [-3.3582, 1.7510, 2.8133], [1.0924, -0.9775, -4.9244], [2.3398, -1.1496, -0.0613], [0.6933, -3.3921, -3.7592], [2.5640, -1.2428, 1.0082], [1.4730, 3.2386, 1.0608], [3.0623, 1.9360, -3.5649], [-1.8509, 3.5654, 2.5109], [1.0843, -2.1941, 3.8558], [-2.3600, -0.2407, -3.2457], [-2.0165, 0.5614, 2.5264], [-0.7221, 0.7381, -0.3417], [1.4506, 1.3722, -2.4759], [-2.6399, -2.7695, 3.0800], [0.7932, -2.8593, -2.8068], [-3.0370, 1.4021, -3.0505], [-0.1523, 0.9946, -3.7366], [0.8410, -4.5531, 1.8803], [-4.1109, 0.7926, 0.6409], [-2.8904, 2.4327, 0.4647], [-1.2881, -4.8341, 1.7426], [3.4114, 2.6779, -1.6153], [-4.1624, -0.2407, 1.0102], [-3.2121, 0.3310, -2.8208], [-2.2625, -1.3556, 0.5716], [2.3403, -0.8179, -3.5872], [4.3205, 3.0961, 0.4902], [-2.8660, 3.8329, -0.8779], [-1.0436, -3.2684, 3.7818], [-2.0463, -2.4036, 0.5577], [0.2731, -3.2260, -1.9412], [1.1226, -5.5597, 1.5278], [-4.2734, 1.7598, -1.1599], [0.9244, 0.7668, -3.7230], [-1.3380, 2.5984, 2.4073], [3.3390, 0.6254, -2.3231], [-1.7430, 4.0801, -1.4695], [2.8307, -2.0221, 3.4751], [2.9503, -3.8594, 1.7386], [-1.3479, 5.2621, -1.6106], [1.2552, -0.6875, -3.8866], [0.5503, 3.6511, 1.4478], [-4.3465, 0.7674, -0.8525], [0.2251, 4.4028, 0.7268], [2.8613, 1.6202, -2.5670], [-4.9443, 1.3420, 1.1747], [-2.8023, 1.4679, 0.8081], [0.1483, -1.8962, 1.2866], [-1.0896, 3.0758, -1.9172], [3.6121, -1.5181, 1.1341]], "forces_ev_per_a": [[0.629, -0.233, -1.438], [-0.558, -0.985, -1.024], [-0.552, 0.148, 0.248], [1.115, 0.233, -1.119], [-0.614, 0.576, 1.056], [-0.459, -2.615, 0.929], [-0.878, -0.676, -0.302], [-0.658, -0.387, -0.863], [-0.186, 0.122, 0.707], [0.002, -0.207, 1.132], [0.270, -1.236, 0.008], [2.124, -1.446, -1.495], [-0.030, 0.732, -0.005], [-0.013, -0.210, 0.101], [-0.303, -0.490, 0.289], [-0.688, -0.538, 1.355], [0.096, -0.413, -0.071], [-0.047, 1.866, -1.480], [0.316, 0.710, 0.949], [-0.884, -0.050, -0.845], [-0.173, -0.690, 0.589], [-0.093, 0.449, 0.526], [-0.002, 0.314, 0.119], [0.759, 0.184, 0.523], [-0.303, 0.953, 0.669], [-1.458, 0.164, -0.940], [-0.837, -0.439, -0.930], [0.271, 0.650, 0.102], [-1.013, 0.267, -0.510], [0.191, -0.538, 0.148], [-0.085, 0.149, 0.541], [0.778, 0.183, 1.035], [0.391, 0.174, 0.412], [0.100, -0.251, -0.160], [0.131, -0.276, -0.097], [-0.435, -0.039, 0.368], [-0.985, 0.592, -1.206], [0.448, 0.050, 0.165], [0.802, 0.242, -1.037], [0.312, 0.196, -0.756], [-0.001, -0.478, 0.514], [-0.501, 0.257, 0.243], [-0.226, -0.224, 0.156], [0.463, -0.925, -0.074], [-1.746, 1.449, -0.118], [-0.409, 0.096, 0.263], [2.123, 2.507, -0.383], [-0.162, -0.400, 0.203], [0.145, -0.552, 0.003], [1.443, -0.097, -1.533], [-0.888, 0.128, -0.169], [-0.079, -0.109, -0.315], [0.015, -0.181, -0.169], [0.880, -2.496, 0.191], [0.653, 0.303, 0.227], [0.649, -0.210, -1.193], [-0.336, 0.557, 0.212], [-0.855, -0.083, -0.671], [0.040, 0.687, -0.573], [1.705, 0.490, -0.701], [-0.586, 0.517, -0.162], [-0.615, -0.465, 1.401], [-0.822, -0.085, -0.086], [-0.351, 0.117, 0.224], [-0.519, 1.869, -0.963], [0.094, 1.883, -0.336], [-0.214, 0.074, 2.043], [0.158, 1.192, -0.495], [-1.092, 0.560, 0.303], [0.715, -0.305, 0.433], [-0.904, 0.319, -0.425], [-0.374, -2.304, 0.215], [1.162, 0.011, 0.825], [0.321, 0.188, -0.472], [1.279, -1.439, 0.722], [-0.113, 0.273, 0.262], [0.355, -1.541, 1.682], [0.835, -0.324, -0.567], [-0.504, -0.306, 1.692], [1.105, 0.987, -0.697], [-0.147, 1.054, 0.427], [-0.178, -0.225, 0.173]]}